1.
Computed, not measured: C24H44AuBN2P2Te as an isolated structure, with ωB97M-V with the def2-TZVPD basis set.

The geometry in XYZ format:
```
75
Properties=species:S:1:pos:R:3:mulliken_spin:R:1
Au 0.9781 0.5689 -0.2594 0.40
C 2.1139 0.2880 3.8010 0.01
C 3.2452 -0.4834 3.0992 -0.02
C 3.5892 -1.7125 3.9474 0.00
C 4.4624 0.4424 3.0195 0.01
P 2.6163 -0.8042 1.3626 0.02
C 1.4089 -2.1700 1.7021 -0.02
N 0.3403 -2.2209 0.7397 -0.03
B -0.1849 -1.1550 -0.0612 0.35
N -1.3142 -1.7072 -0.7661 -0.02
C -2.2718 -1.1775 -1.7060 -0.07
P -2.0296 0.5901 -2.1953 0.29
C -3.0774 1.5678 -0.9667 0.00
C -2.9600 0.9104 0.4165 -0.06
C -2.4093 2.9514 -0.8773 0.00
C -4.5700 1.7509 -1.2543 0.00
C -2.8397 0.5691 -3.8847 -0.01
C -2.9180 2.0150 -4.3860 -0.01
C -4.2189 -0.0950 -3.9502 0.01
C -1.9071 -0.1823 -4.8470 -0.01
C -1.4125 -3.0524 -0.4187 -0.01
C -2.3107 -4.0177 -0.8374 -0.01
C -2.1845 -5.3046 -0.3205 0.00
C -1.1934 -5.6130 0.5994 0.00
C -0.2919 -4.6430 1.0321 0.00
C -0.4064 -3.3693 0.5083 0.02
C 3.8968 -1.6430 0.2867 0.00
C 4.8342 -2.6017 1.0205 0.00
C 4.7135 -0.5436 -0.4026 -0.02
C 3.1555 -2.4353 -0.7987 0.04
H 2.5110 0.7422 4.7110 0.00
H 1.2910 -0.3644 4.0944 0.00
H 1.7088 1.0825 3.1724 0.00
H 3.6391 -1.4141 4.9977 0.00
H 4.5544 -2.1394 3.6854 0.00
H 2.8396 -2.4998 3.8765 0.00
H 4.7652 0.7271 4.0295 0.00
H 4.2324 1.3556 2.4675 0.00
H 5.3168 -0.0375 2.5438 0.00
H 0.9974 -2.0023 2.7042 0.01
H 1.9329 -3.1305 1.7353 0.00
H -3.2879 -1.2982 -1.3033 -0.01
H -2.2362 -1.7738 -2.6216 -0.02
H -1.9339 0.6275 0.6567 0.06
H -3.5928 0.0266 0.5072 0.00
H -3.2852 1.6302 1.1709 0.00
H -1.3757 2.8614 -0.5393 -0.01
H -2.9562 3.5769 -0.1690 0.00
H -2.3929 3.4628 -1.8414 0.00
H -5.1100 0.8034 -1.2110 0.00
H -4.7811 2.2282 -2.2086 0.00
H -4.9861 2.3923 -0.4726 0.00
H -3.5805 2.6446 -3.7930 0.00
H -3.2931 2.0191 -5.4124 0.00
H -1.9279 2.4751 -4.3865 0.00
H -4.9715 0.4031 -3.3440 0.00
H -4.1749 -1.1425 -3.6489 0.00
H -4.5686 -0.0781 -4.9864 0.00
H -0.9845 0.3667 -5.0228 0.01
H -2.4245 -0.2898 -5.8033 0.00
H -1.6363 -1.1788 -4.5016 0.00
H -3.0927 -3.7820 -1.5465 0.00
H -2.8745 -6.0736 -0.6397 0.00
H -1.1192 -6.6180 0.9912 0.00
H 0.4710 -4.8829 1.7606 0.00
H 5.5159 -2.0834 1.6936 0.00
H 5.4436 -3.1316 0.2845 0.00
H 4.2905 -3.3549 1.5928 0.00
H 5.2034 0.1228 0.3078 0.01
H 4.0802 0.0632 -1.0518 0.04
H 5.4882 -1.0037 -1.0194 0.00
H 2.6634 -3.3226 -0.3995 0.00
H 3.8919 -2.7659 -1.5343 0.00
H 2.4129 -1.8380 -1.3262 -0.01
Te 1.0762 0.7163 -2.8174 1.06
```

Properties
E_tot (eV): -58823.396
Spin multiplicity: 3
E_HOMO (spin up / spin down) (eV): -6.15 / -6.91


2.
Computed, not measured: C24H44AuO3P2S as an isolated structure, with ωB97M-V with the def2-TZVPD basis set.

The geometry in XYZ format:
```
75
Properties=species:S:1:pos:R:3:mulliken_spin:R:1
Au -0.6886 0.2543 -1.2431 0.01
C 2.2385 0.3416 0.3110 0.11
C 2.0377 0.4246 -1.0795 0.27
C 0.6659 1.9962 -0.0252 0.27
C 1.4295 1.3144 0.9569 0.16
C 1.0700 1.4939 -1.3352 0.01
C 3.2443 -0.5252 0.9695 0.02
H 3.3103 -1.4864 0.4432 0.00
H 2.9922 -0.7179 2.0180 0.00
H 4.2460 -0.0698 0.9498 -0.01
C 1.4585 1.6763 2.3867 0.00
H 1.9385 0.9082 3.0015 0.00
H 0.4271 1.8102 2.7350 0.01
H 1.9937 2.6215 2.5673 0.02
C -0.0297 3.2655 0.2264 0.02
H 0.5930 3.9301 0.8437 0.01
H -0.9645 3.0697 0.7631 0.01
H -0.2553 3.7917 -0.7080 0.00
C 0.8643 2.1756 -2.6467 0.02
H 1.6740 2.8854 -2.8235 0.00
H -0.0890 2.7147 -2.6675 0.00
H 0.8678 1.4382 -3.4577 0.00
C 2.8791 -0.1773 -2.1319 0.00
H 3.6745 0.5297 -2.4355 0.03
H 2.2988 -0.4092 -3.0367 0.01
H 3.3884 -1.0839 -1.7820 0.00
C -1.0542 -2.2292 0.6747 0.00
C 0.0882 -2.7970 0.2623 0.00
C 0.3703 -3.3875 -1.0808 0.01
C -0.7029 -3.0662 -2.1435 0.19
C -1.1555 -1.6617 -2.3893 0.00
C -2.3280 -1.0365 -1.8844 0.06
C -3.1872 -1.5791 -0.7797 -0.02
C -2.4559 -2.4925 0.2317 0.02
H 0.4335 -4.4873 -0.9519 0.01
H -1.6133 -3.6832 -1.8363 0.07
H 1.3657 -3.1049 -1.4705 0.00
H -2.5973 -3.5338 -0.0733 -0.01
H -0.9991 -1.4412 1.4572 0.00
H 0.9892 -2.7139 0.8739 0.00
H -3.0314 -2.4149 1.1676 0.00
H -3.5612 -0.7220 -0.2051 0.00
H -2.7847 -0.2459 -2.4996 0.00
H -4.0912 -2.1012 -1.1348 0.00
H -0.3834 -3.5098 -3.1065 0.01
H -0.6869 -1.2041 -3.2682 0.00
P -2.9935 -4.8589 -2.1712 0.47
C -3.7366 -5.8609 -0.8637 0.05
C -2.3026 -6.0727 -3.3208 0.03
P -4.2402 -2.8835 -4.3319 0.00
C -4.4637 -4.2276 -3.0401 0.05
C -4.0280 -4.0050 -5.8021 0.00
C -6.0731 -2.7430 -4.5863 0.00
H -4.4285 -5.2439 -0.2760 0.00
H -2.9679 -6.2682 -0.1943 0.00
H -4.2815 -6.6700 -1.3703 0.02
H -3.0508 -6.8747 -3.4207 0.01
H -1.3665 -6.4925 -2.9192 0.00
H -2.0818 -5.6284 -4.2996 0.00
H -6.4696 -3.7090 -4.9238 0.00
H -6.2565 -1.9619 -5.3323 0.00
H -6.5440 -2.4609 -3.6380 0.00
H -5.1806 -3.8561 -2.2753 0.00
H -4.8686 -5.1349 -3.5433 0.02
H -4.0525 -3.3688 -6.7025 0.00
H -4.8579 -4.7287 -5.8375 0.00
H -3.0650 -4.5302 -5.7799 0.00
C -2.0797 1.5888 4.0627 0.00
S -2.7233 0.8094 2.5831 0.00
O -2.7374 -0.6394 2.8154 0.00
O -4.0361 1.4324 2.4221 0.00
O -1.7315 1.1656 1.5429 0.02
H -2.8263 1.5243 4.8525 0.00
H -1.8583 2.6447 3.8816 0.00
H -1.1572 1.0616 4.3050 0.00
```

Properties
E_tot (eV): -64838.329
Total charge: +1
Energy above the lowest of the compared OMol25 structures with the same formula, charge and spin (kJ/mol): 119.37
Spin multiplicity: 3
E_HOMO (spin up / spin down) (eV): -10.25 / -10.27


3.
Computed, not measured: a 5-piece molecular cluster, C24H44BClN4O18P overall, with ωB97M-V with the def2-TZVPD basis set.

The geometry in XYZ format:
```
93
Properties=species:S:1:pos:R:3:mulliken_charge:R:1
C -1.5690 -4.0622 -2.4495 -1.34
C -0.9546 -3.3911 -1.2051 -0.17
B -1.5521 -1.9951 -0.9290 0.26
O -2.3664 -1.3075 -1.7530 -0.54
N -1.3004 -1.3009 0.4813 0.88
N -2.1084 -1.8583 1.3673 -1.19
C -2.0369 -1.4490 2.6128 1.10
Cl -3.1097 -2.2143 3.6864 -0.16
C -1.1215 -0.4624 3.0455 0.32
C -1.0903 -0.0223 4.4848 -1.38
O -0.2189 -0.8830 5.1685 -0.33
C 0.5544 -0.2388 6.1729 -0.70
C -0.2862 0.0799 2.0898 -0.44
N 0.6476 1.0596 2.5063 1.50
C 0.2030 2.4174 2.3169 0.64
C 0.7024 3.4255 3.3039 -1.51
O -0.6092 2.6353 1.4640 -0.50
C 2.0475 0.7848 2.5334 0.35
C 2.4458 -0.6045 2.9387 -1.37
O 2.8318 1.6573 2.2985 -0.41
C -0.4056 -0.3439 0.7551 0.21
P 0.6093 0.2674 -0.6666 0.61
N 1.4797 -0.8763 -1.2145 -0.71
O 1.3816 1.5366 -0.1424 -0.40
O -0.4308 0.9278 -1.6788 -0.55
H -0.9715 -4.9355 -2.7117 0.42
H -2.6002 -4.3684 -2.2905 0.31
H -1.5033 -3.3855 -3.3017 0.28
H 0.1294 -3.3574 -1.3361 0.26
H -1.1275 -4.0100 -0.3149 0.34
H -3.1372 -0.9041 -1.3336 0.35
H -2.1032 -0.0433 4.8980 0.63
H -0.7435 1.0149 4.5305 0.28
H -0.0620 0.4281 6.7827 0.35
H 1.3725 0.3413 5.7297 0.22
H 0.9608 -1.0175 6.8134 0.25
H -0.1481 3.6608 3.9528 0.42
H 1.0116 4.3290 2.7863 0.39
H 1.5009 3.0432 3.9322 0.28
H 2.8097 -0.5547 3.9680 0.33
H 3.2649 -0.9382 2.3033 0.41
H 1.6385 -1.3337 2.9109 0.30
H 1.3831 -1.7588 -0.7326 0.28
H 1.1723 2.3463 -0.6303 0.31
H -0.3958 0.4684 -2.5331 0.40
C 4.9775 8.2313 -0.8259 -0.65
O 4.0752 7.1145 -0.8459 -0.35
C 4.2326 6.2636 0.1608 0.70
O 5.0324 6.3506 1.0540 -0.54
O 3.3376 5.2772 0.0197 -0.25
C 3.4095 4.2775 1.0398 -0.17
H 4.7311 8.8262 -1.6993 0.20
H 4.8336 8.8202 0.0772 0.35
H 6.0079 7.8906 -0.8930 0.30
H 3.2307 4.7139 2.0209 0.29
H 4.3797 3.7861 1.0354 0.40
H 2.6350 3.5550 0.8063 -0.29
C -6.8909 -2.2845 4.1993 -0.38
O -7.7754 -3.3999 4.2498 -0.33
C -7.5969 -4.1775 5.3241 0.81
O -6.7654 -3.9993 6.1773 -0.55
O -8.4797 -5.1646 5.2777 -0.31
C -8.4069 -6.0829 6.3772 -0.63
H -7.1295 -1.7469 3.2859 0.26
H -7.0383 -1.6318 5.0579 0.31
H -5.8565 -2.6216 4.1684 0.04
H -8.5938 -5.5673 7.3164 0.30
H -7.4318 -6.5641 6.4076 0.30
H -9.1823 -6.8192 6.1939 0.22
C -2.6904 -6.3440 -7.6211 -0.61
O -2.4453 -7.7042 -7.2532 -0.32
C -2.1047 -7.8841 -5.9809 0.83
O -1.9928 -7.0164 -5.1501 -0.53
O -1.9086 -9.1837 -5.7807 -0.32
C -1.5331 -9.5345 -4.4461 -0.62
H -2.9529 -6.3682 -8.6738 0.22
H -3.5139 -5.9330 -7.0403 0.28
H -1.7968 -5.7408 -7.4731 0.28
H -2.3114 -9.2476 -3.7417 0.28
H -0.5943 -9.0557 -4.1746 0.28
H -1.4133 -10.6130 -4.4496 0.22
C 6.5069 9.1945 -6.4061 -0.62
O 5.6123 8.0758 -6.4189 -0.33
C 5.7719 7.2323 -5.4035 0.84
O 6.5755 7.3391 -4.5131 -0.55
O 4.8884 6.2425 -5.5381 -0.33
C 4.9525 5.2564 -4.5059 -0.42
H 6.2556 9.7800 -7.2845 0.22
H 6.3629 9.7890 -5.5064 0.29
H 7.5399 8.8584 -6.4630 0.30
H 4.7463 5.7028 -3.5341 0.10
H 5.9289 4.7757 -4.4917 0.30
H 4.1869 4.5243 -4.7456 0.21
```

Properties
E_tot (eV): -90900.721
Total charge: +1
Energy above the lowest of the compared OMol25 structures with the same formula, charge and spin (kJ/mol): 0.00
E_HOMO (eV): -12.13


4.
Computed, not measured: a 7-piece molecular cluster, C24H44F24N7O21S8 overall, with ωB97M-V with the def2-TZVPD basis set.

The geometry in XYZ format:
```
128
Properties=species:S:1:pos:R:3:mulliken_charge:R:1
C 0.2787 1.1827 2.3878 -0.81
C 0.9097 1.4907 1.0402 0.72
C 1.8716 0.4184 0.5919 -0.64
O 2.2404 0.7497 -0.7420 -0.15
C 3.3744 0.0142 -1.1988 -1.63
N -0.1053 1.7412 -0.0337 2.25
H 0.3008 1.6191 -0.9686 0.10
H -0.8640 1.0457 -0.0793 -0.97
H -0.5476 2.6673 0.0890 -0.23
H 1.0964 0.9074 3.0531 0.59
H -0.5098 0.4316 2.3383 -0.35
H -0.2005 2.0468 2.8518 0.31
H 1.5136 2.3986 1.0476 0.34
H 1.5036 -0.6060 0.4565 -0.24
H 2.7428 0.4499 1.2525 0.60
H 4.3427 0.3652 -0.8340 0.48
H 3.3920 0.1691 -2.2757 0.25
H 3.3099 -1.0541 -0.9901 0.61
C 0.8439 0.8988 -4.3658 -1.04
O 0.1955 0.1261 -3.3607 0.28
C 0.8209 -1.1326 -3.1361 0.32
C -0.1423 -1.9079 -2.3221 -0.86
N -1.3704 -2.2090 -3.1261 -0.11
H -1.6912 -1.3043 -3.4908 0.71
H -1.1005 -2.7306 -3.9604 0.52
C -2.4676 -2.8801 -2.3388 0.74
C -3.6499 -3.0444 -3.2375 -0.87
O -3.8913 -1.8548 -3.9336 -0.22
C -5.2655 -1.7655 -4.2702 -0.87
H 0.8900 0.3718 -5.3211 0.33
H 1.8114 1.2336 -3.9907 0.29
H 0.2421 1.7897 -4.5418 0.23
H 1.8073 -1.0059 -2.6944 -0.67
H 1.0151 -1.6454 -4.0918 0.64
H -0.3466 -1.4637 -1.3544 -0.33
H 0.3574 -2.8555 -2.0989 0.60
H -2.7165 -2.2581 -1.4805 -0.83
H -2.0596 -3.8105 -1.9486 0.46
H -4.4744 -3.2541 -2.5496 0.44
H -3.4091 -3.8690 -3.9195 0.39
H -5.4812 -2.7104 -4.7843 0.36
H -5.4748 -0.9686 -4.9764 0.23
H -5.8738 -1.6876 -3.3704 0.33
C 0.9591 0.2403 6.9727 -0.80
O -0.0734 0.3579 6.0266 -0.19
C -1.0678 -0.6493 5.9722 -0.61
C -2.2705 -0.1206 5.1895 -0.30
N -3.2232 0.4916 6.1938 -0.11
H -3.5159 -0.2288 6.8572 0.45
H -2.8853 1.2337 6.8123 0.42
C -4.5852 0.7963 5.5695 -0.76
C -4.6155 2.1930 4.9886 0.04
O -4.0135 3.0471 5.9211 -0.33
C -4.4777 4.3758 6.0428 -0.74
H 0.5463 -0.1140 7.9237 0.36
H 1.3516 1.2565 7.0569 0.25
H 1.8378 -0.3404 6.6716 0.24
H -1.3183 -0.8751 7.0165 0.52
H -0.6158 -1.5073 5.4710 0.12
H -2.7257 -0.9154 4.6136 0.36
H -1.9333 0.7642 4.6541 0.18
H -5.3232 0.6819 6.3662 0.40
H -4.7291 -0.0445 4.8954 0.36
H -5.6129 2.5199 4.6905 0.50
H -4.0015 2.1601 4.0809 -0.14
H -4.4883 4.9041 5.0886 0.27
H -3.8866 4.9167 6.7754 0.26
H -5.5070 4.3329 6.4224 0.35
C -1.8245 -2.0721 1.4015 0.26
F -1.7402 -2.1750 2.7446 -0.15
F -0.6696 -1.6371 0.9237 0.27
F -2.1567 -3.2089 0.8318 -0.20
S -3.2809 -0.8232 1.1583 0.12
O -4.4091 -1.6364 0.7852 -0.67
O -3.4024 -0.0054 2.3388 0.18
N -2.7952 0.0863 -0.2048 -0.50
S -4.1266 0.6151 -0.7893 0.77
O -4.8857 -0.3180 -1.6177 -0.59
O -4.8592 1.3772 0.2180 -0.62
C -3.4455 1.9704 -1.9375 0.58
F -3.1678 2.9877 -1.1035 -0.15
F -2.2886 1.6802 -2.5401 -0.24
F -4.3749 2.3662 -2.7828 -0.23
C 0.5503 4.5594 -1.9900 0.65
F -0.6594 4.2953 -2.4697 -0.22
F 1.2293 3.4483 -1.7604 -0.25
F 1.1773 5.2995 -2.8756 -0.23
S 0.3684 5.6276 -0.4372 0.96
O 1.7243 5.8182 0.0100 -0.70
O -0.2917 6.8259 -0.8848 -0.60
N -0.5317 4.6332 0.5605 -0.27
S -1.7229 5.5219 1.0839 0.77
O -1.2631 6.7284 1.7633 -0.66
O -2.7925 5.6206 0.1277 -0.64
C -2.4365 4.4469 2.4574 0.61
F -3.0583 3.3613 2.0029 -0.13
F -1.4342 4.0904 3.2959 -0.24
F -3.2824 5.1653 3.2329 -0.27
C 6.9925 -0.7293 -8.6533 0.64
F 5.9843 0.1550 -8.5976 -0.26
F 6.9501 -1.2408 -9.8775 -0.23
F 8.1223 -0.0446 -8.5052 -0.24
S 6.7231 -2.0594 -7.3658 1.00
O 5.4490 -2.5912 -7.7917 -0.64
O 7.8886 -2.8834 -7.5433 -0.63
N 6.7169 -1.1378 -5.9807 -0.39
S 7.2104 -2.1385 -4.8724 1.09
O 6.5633 -3.4242 -4.9007 -0.64
O 8.6410 -2.1065 -4.7151 -0.70
C 6.4676 -1.2646 -3.3604 0.58
F 6.9132 -1.8581 -2.2672 -0.20
F 6.8424 0.0101 -3.3930 -0.26
F 5.1452 -1.3281 -3.4365 -0.13
C 1.9003 -2.8804 3.4240 0.61
F 2.9428 -3.1761 4.2258 -0.26
F 0.8241 -2.7640 4.1939 -0.26
F 2.2299 -1.7573 2.7895 -0.21
S 1.7475 -4.2964 2.1633 0.96
O 1.8748 -5.4431 3.0297 -0.71
O 0.4879 -4.1500 1.4769 -0.48
N 3.2249 -4.0813 1.3402 -0.64
S 2.6927 -4.1471 -0.1054 1.14
O 2.1540 -5.4435 -0.4074 -0.74
O 1.9979 -3.0031 -0.6907 -0.30
C 4.2452 -4.1028 -1.1586 0.51
F 3.9571 -4.3527 -2.4241 -0.20
F 4.8683 -2.9322 -1.0705 -0.20
F 5.0488 -5.0539 -0.6639 -0.23
```

Properties
E_tot (eV): -230923.973
Total charge: -1
E_HOMO (eV): -6.40


5.
Computed, not measured: a 8-piece molecular cluster, C24H44N4O4S4 overall, with ωB97M-V with the def2-TZVPD basis set.

The geometry in XYZ format:
```
80
Properties=species:S:1:pos:R:3:mulliken_charge:R:1
C -1.2316 2.3472 -5.2480 -0.81
S 0.5885 2.6040 -5.1917 0.48
O 1.0564 2.3027 -3.7847 -0.59
C 1.1612 1.2286 -6.3659 -0.92
H -1.7347 3.1013 -4.6428 0.29
H -1.4279 1.3914 -4.7622 0.25
H -1.5409 2.1746 -6.2789 0.33
H 0.8292 1.3972 -7.3903 0.36
H 0.9045 0.2036 -6.0983 0.32
H 2.2406 1.3715 -6.3146 0.28
C -0.4345 10.4924 3.8715 -0.94
S -0.8237 9.5304 5.4198 0.47
O -1.5472 10.5026 6.3616 -0.62
C -2.0711 8.3955 4.7398 -0.75
H 0.1017 11.4062 4.1276 0.31
H -1.3548 10.6476 3.3084 0.33
H 0.1774 9.9249 3.1703 0.36
H -1.8842 7.3276 4.6268 0.33
H -2.2016 8.7010 3.7017 0.21
H -2.9305 8.5440 5.3936 0.28
C 5.6398 -5.4458 -4.0133 -0.89
S 4.2626 -4.3085 -4.5257 0.51
O 3.0113 -5.1484 -4.3801 -0.63
C 4.2230 -3.0196 -3.2354 -0.84
H 6.3374 -5.0233 -3.2901 0.31
H 6.1853 -5.7699 -4.8996 0.33
H 5.2526 -6.3771 -3.5999 0.30
H 3.5386 -2.2143 -3.5020 0.31
H 5.1972 -2.5308 -3.2481 0.33
H 3.9613 -3.3684 -2.2364 0.27
C 2.7423 -3.5357 8.5213 -0.87
S 3.0668 -2.5115 7.0417 0.49
O 4.5930 -2.5141 6.8402 -0.62
C 2.3719 -3.7220 5.8124 -1.03
H 3.6851 -3.7208 9.0361 0.31
H 2.2137 -4.4699 8.3317 0.30
H 2.0560 -3.1407 9.2702 0.35
H 2.5359 -3.3631 4.7963 0.34
H 1.3174 -3.9961 5.7808 0.38
H 2.9786 -4.6259 5.7577 0.37
N -2.4018 5.7822 -1.1440 0.06
C -2.1685 6.8964 -1.8651 -0.58
C -3.3492 7.5637 -2.2645 -0.39
C -4.3187 6.8598 -1.7365 -0.30
C -3.7517 5.7964 -0.9693 -0.52
H -1.7180 5.1555 -0.7442 0.18
H -1.1365 7.1321 -2.0789 0.40
H -3.4311 8.4982 -2.7996 0.39
H -5.3884 7.0045 -1.7731 0.38
H -4.2632 5.0428 -0.3889 0.39
N -4.9794 -4.2453 -4.6555 0.00
C -4.5561 -5.3297 -4.0374 -0.45
C -3.4747 -4.8715 -3.2668 -0.38
C -3.0943 -3.5287 -3.6681 -0.47
C -4.1761 -3.1591 -4.4449 -0.38
H -5.8385 -4.2330 -5.1865 0.20
H -5.0041 -6.2978 -4.2056 0.36
H -2.9589 -5.4374 -2.5052 0.38
H -2.2803 -2.9394 -3.2724 0.38
H -4.4517 -2.2843 -5.0151 0.35
N 0.1564 1.4156 1.2296 0.02
C -0.1724 0.1664 1.5971 -0.64
C -0.8820 0.2658 2.7450 -0.31
C -1.1193 1.5654 3.0506 -0.33
C -0.2279 2.2663 2.2330 -0.48
H 0.7295 1.6853 0.4429 0.20
H 0.2001 -0.7364 1.1360 0.40
H -1.3110 -0.4459 3.4348 0.37
H -1.7468 1.9929 3.8187 0.39
H -0.0550 3.3324 2.2332 0.40
N 1.1972 -6.2291 0.2310 0.01
C 0.4766 -6.3273 1.4060 -0.54
C 0.9822 -7.4157 2.1690 -0.30
C 2.1250 -7.8888 1.4637 -0.50
C 2.2201 -7.1438 0.2792 -0.41
H 1.1085 -5.5687 -0.5280 0.22
H -0.3700 -5.7395 1.7288 0.38
H 0.6049 -7.7131 3.1362 0.39
H 2.7786 -8.6949 1.7627 0.38
H 3.0006 -6.9806 -0.4493 0.39
```

Properties
E_tot (eV): -83084.396
Energy above the lowest of the compared OMol25 structures with the same formula, charge and spin (kJ/mol): 241.69
E_HOMO (eV): -7.93


Number 1: F_max 0.84 eV/Å. Number 2: F_max 2.78 eV/Å. Number 3: F_max 0.82 eV/Å. Number 4: F_max 5.01 eV/Å. Number 5: F_max 6.43 eV/Å.